No. 1
Molecular formula: C18H19N3O4Sc
Method: DFT, wB97M-V/def2-TZVPD

Each line ends with the Mulliken charge.
Cartesian coordinates (Å):
N  -0.6993  -2.4712  0.2557  -0.053
C  -0.3370  -0.1152  -2.7406  -0.125
C  -1.5901  -1.8275  5.2706  -0.324
H  -0.2203  -2.6310  -3.0861  0.468
C  0.0563  -2.3742  -2.0620  -0.970
C  -0.9683  -0.9769  4.3781  -0.658
C  2.6744  0.7710  -0.2582  1.002
C  -1.2759  -3.0474  1.2517  -0.142
C  -1.3545  -2.5801  2.6187  0.600
H  -0.5560  3.8805  -0.3655  0.567
H  -2.3826  -4.3749  3.2028  0.366
H  -0.5708  -0.0206  4.6902  0.436
Sc  0.2465  -0.4656  0.3239  1.124
H  -0.5946  -4.1586  -1.0381  0.450
C  -0.8632  3.4406  -3.7320  -0.831
O  2.2718  -0.1632  0.5195  -0.736
H  -1.0468  3.9955  -4.6409  0.417
H  4.1147  3.6290  -0.6249  0.364
C  -2.1112  -3.0622  4.8661  -0.802
H  -1.8854  -3.0052  -1.3958  0.377
H  -0.4914  -0.5021  -3.7510  0.251
H  -1.7820  -3.9989  1.0678  0.342
C  -0.8469  -3.0982  -1.0738  -0.770
H  -0.7724  1.5407  -4.7089  0.373
H  3.1399  2.5206  -1.4951  0.325
O  -0.2563  -0.5303  2.1683  -0.445
H  2.4605  3.7436  -0.5733  0.303
H  -2.5995  -3.7142  5.5760  0.415
H  -1.6776  -1.5268  6.3075  0.382
C  -0.7911  4.0912  -2.4998  -0.376
H  -0.9297  5.1648  -2.4520  0.414
H  4.1725  1.8704  0.8527  0.372
C  3.1810  2.0324  0.4367  -0.625
C  -0.4811  1.3313  -2.5961  0.591
C  -1.9887  -3.4242  3.5459  -0.753
C  -0.5682  3.3848  -1.3294  -0.558
C  -0.7136  2.0691  -3.7633  -0.733
C  -0.4080  1.9975  -1.3585  0.401
C  -0.8470  -1.3397  3.0384  0.482
N  -0.0452  -0.9359  -1.8072  0.022
N  3.2480  3.0980  -0.6277  -0.200
H  2.5060  2.3385  1.2300  0.287
O  2.6692  0.7720  -1.4867  -0.715
H  1.0960  -2.6708  -1.9086  0.299
O  -0.1824  1.3431  -0.2252  -0.614

Atoms 1-6, force components in eV/Å:
N -0.1 -0.1 -0.2
C 0.0 0.3 0.0
C 0.0 0.0 0.0
H 0.0 0.0 -0.1
C -0.1 0.2 -0.1
C -0.1 0.0 0.2

Energy above the lowest of the compared OMol25 structures with the same formula, charge and spin: 22.24 kJ/mol
HOMO-LUMO gap: 0.293 Eh
Total charge: +1
Energy: -1923.2836 hartree
E_HOMO: -0.398 Ha
2S+1: 1

No. 2
Molecular formula: C31H34N2O3PbTe
Method: DFT, wB97M-V/def2-TZVPD

Each line ends with the Mulliken charge.
Cartesian coordinates (Å):
H  -1.6869  3.5779  0.3335  0.224
C  -2.3282  3.6864  -0.5266  0.239
C  -1.5320  1.4735  -1.3399  0.516
C  3.8780  -0.3820  2.7827  -2.511
H  -1.6480  1.1836  -7.1965  0.412
H  2.6858  -1.5677  4.8183  0.465
H  1.2884  -5.3322  0.1915  0.442
C  3.2562  -1.9404  0.8882  0.455
Te  -0.1447  -0.7639  -2.5551  0.498
C  -3.9020  4.9514  -1.8286  -0.468
H  0.0089  -5.0939  1.3584  0.524
C  0.5696  -4.6070  0.5684  -2.011
H  -4.5044  5.8377  -1.9597  0.424
H  -4.6014  4.0247  -3.6279  0.430
O  -3.7700  3.2642  4.1568  -0.594
C  -1.2962  3.4920  2.9739  -0.456
C  2.4100  -2.9276  0.3404  1.607
C  0.9696  -2.8062  2.3213  1.079
C  -3.1960  2.7933  -2.5998  -0.376
C  2.7386  -3.5333  -0.9916  -2.497
C  -1.0075  0.4616  -6.7152  -0.523
C  -1.9290  2.2527  3.0884  0.443
C  1.8482  -1.8562  2.8953  0.957
H  -1.0022  -3.6500  2.4349  0.551
N  -4.0708  1.1509  3.4389  -0.284
H  3.2638  -2.8239  -1.6243  0.512
O  -1.2906  0.8828  -2.4675  -0.545
C  -2.3742  2.6612  -1.4757  0.284
H  -0.6209  -2.5362  3.7378  0.522
C  4.5742  -1.6570  0.2314  -2.005
C  -0.1822  -0.3533  -7.4701  -0.565
H  -1.8476  4.3802  3.2541  0.527
H  -3.7668  0.3715  2.8879  0.151
H  1.0144  -2.0712  4.8697  0.500
H  4.6594  -0.9026  3.3384  0.476
H  -0.1158  -4.3669  -0.2442  0.297
C  2.9484  -1.3749  2.1548  1.182
C  -1.0197  0.3677  -5.3315  -0.047
C  -1.2142  1.1216  2.7277  -0.362
H  5.3098  -1.3102  0.9500  0.533
C  -0.2112  -3.3118  3.0973  -2.581
C  0.0134  3.5402  2.5298  -0.895
C  0.6502  -1.3788  -5.4635  -0.556
H  -1.6287  0.1279  2.8354  0.279
H  -1.6700  1.0076  -4.7560  0.402
H  0.5374  4.4773  2.4563  0.486
C  1.7194  -1.4498  4.3316  -2.160
H  3.3766  -4.4096  -0.8732  0.447
C  -0.1765  -0.5479  -4.7255  0.399
Pb  0.6474  -0.5703  0.5608  1.350
O  -1.0586  1.0679  -0.2684  -0.342
H  1.6570  2.3573  1.8095  0.505
N  0.0269  1.1753  2.2359  0.014
H  4.3586  0.2432  2.0366  0.563
H  -5.0234  1.1561  3.7693  0.248
C  -3.3462  2.2736  3.6162  0.304
H  -3.2591  1.9879  -3.3142  0.424
H  4.4832  -0.9067  -0.5523  0.312
H  1.8368  -3.8506  -1.5082  0.478
H  1.2910  -1.9053  -7.4304  0.395
C  -3.0899  4.8247  -0.7100  -0.673
H  4.9710  -2.5642  -0.2179  0.457
C  1.2936  -3.3901  1.0619  0.443
H  1.4174  -0.4087  4.4378  0.334
H  3.3532  0.2604  3.4824  0.470
H  -3.0537  5.6215  0.0162  0.444
H  1.2903  -2.1016  -4.9797  0.331
C  0.6427  -1.2731  -6.8447  -0.633
C  -3.9588  3.9309  -2.7674  -0.832
H  -0.1806  -0.2708  -8.5457  0.404
H  0.0798  -4.1504  3.7310  0.459
C  0.6366  2.3604  2.1637  -0.281

Atoms 1-6, force components in eV/Å:
H 0.1 0.0 0.1
C 0.0 -0.4 -0.1
C 0.0 0.2 0.2
C 0.0 0.1 0.0
H -0.1 0.1 -0.1
H 0.0 0.1 0.1

HOMO-LUMO gap (alpha / beta): 0.167 / 0.167 Eh
Total charge: +2
Energy: -1997.3063 hartree
E_HOMO (alpha / beta): -0.503 / -0.503 Ha
2S+1: 1

Among the records above, which one has the highest energy?
C18H19N3O4Sc

Which of these has the highest energy?
C18H19N3O4Sc